[1]
{"formula": "C33H36AsBCsIN12S", "method": "the ωB97M-V functional and the def2-TZVPD basis", "homo_energy_ev": -2.1, "charge": -2, "de_lowest_ev": 0.5306, "orbital_gap_ev": 5.43, "species": ["Cs", "C", "C", "N", "N", "C", "B", "N", "C", "C", "C", "N", "N", "C", "C", "C", "N", "H", "H", "H", "H", "H", "H", "H", "H", "H", "H", "S", "C", "C", "C", "C", "C", "C", "N", "C", "C", "C", "C", "C", "C", "C", "H", "H", "H", "H", "H", "H", "H", "H", "N", "C", "N", "C", "N", "I", "C", "C", "N", "N", "C", "H", "H", "H", "C", "C", "As", "C", "C", "C", "C", "H", "H", "H", "H", "H", "H", "H", "H", "H", "H", "H", "H", "H", "H", "H"], "xyz": [[-0.1069, 0.4765, -0.1232], [-2.3960, 1.6032, 4.4400], [-2.2409, 1.3463, 3.0654], [-1.0321, 0.8697, 2.8046], [-0.3858, 0.8065, 3.9771], [-1.1798, 1.2397, 4.9817], [1.1192, 0.4516, 4.1073], [1.4430, -0.9690, 3.6024], [2.1516, -1.8902, 4.2982], [2.3748, -2.9696, 3.4727], [1.7610, -2.6009, 2.2587], [1.2065, -1.4009, 2.3510], [1.9795, 1.5045, 3.3670], [2.7928, 2.4127, 3.9509], [3.3675, 3.1726, 2.9561], [2.8253, 2.6393, 1.7700], [1.9963, 1.6403, 2.0322], [-3.2572, 1.9948, 4.9561], [-2.9419, 1.4950, 2.2570], [-0.8198, 1.2644, 5.9972], [1.4020, 0.5025, 5.2817], [2.4372, -1.7077, 5.3213], [2.8999, -3.8810, 3.7069], [1.7012, -3.1475, 1.3282], [2.9039, 2.4458, 5.0224], [4.0700, 3.9822, 3.0672], [3.0033, 2.9359, 0.7472], [-4.3703, 1.9135, -3.6497], [-4.6177, 0.2458, -3.2514], [-5.7166, -0.5710, -3.4843], [-5.6588, -1.8907, -3.0616], [-4.5164, -2.3852, -2.4266], [-3.4231, -1.5716, -2.1959], [-3.4678, -0.2351, -2.6005], [-2.4599, 0.6813, -2.4195], [-2.7384, 1.8477, -2.9039], [-1.8889, 3.0386, -2.8765], [-2.1826, 4.0835, -3.7725], [-1.4149, 5.2314, -3.7791], [-0.3474, 5.3245, -2.8874], [-0.0719, 4.2740, -2.0227], [-0.8146, 3.0764, -1.9470], [-6.5994, -0.1864, -3.9807], [-6.5057, -2.5447, -3.2317], [-4.4878, -3.4240, -2.1202], [-2.5252, -1.9444, -1.7138], [-2.9968, 3.9912, -4.4880], [-1.6361, 6.0370, -4.4703], [0.2663, 6.2225, -2.8772], [0.7810, 4.3966, -1.3525], [1.2466, -3.0926, -1.7958], [0.8754, -4.0657, -2.3220], [0.3809, -5.1692, -2.8293], [1.2543, -6.0153, -3.3711], [1.9416, -6.8172, -3.8563], [6.1322, 0.9618, -4.3420], [4.4785, 0.3507, -3.2478], [3.9673, -0.9251, -3.1592], [2.8999, -0.8364, -2.3494], [2.6905, 0.4017, -1.9004], [3.6436, 1.1448, -2.4409], [4.2749, -1.8549, -3.6067], [2.2912, -1.6193, -2.0715], [3.6985, 2.2042, -2.2490], [-1.4861, -3.1437, 4.1038], [-2.5417, -2.2228, 3.4991], [-2.4290, -2.0293, 1.5347], [-2.7771, -3.8983, 0.9839], [-1.4614, -4.6377, 0.7298], [-4.2526, -1.2824, 1.3148], [-5.4215, -2.2504, 1.4834], [-1.5518, -3.1504, 5.1951], [-0.4840, -2.8154, 3.8303], [-1.6127, -4.1728, 3.7590], [-2.4246, -1.2050, 3.8806], [-3.5420, -2.5696, 3.7737], [-3.3619, -3.8479, 0.0609], [-3.3886, -4.4171, 1.7275], [-0.8753, -4.1283, -0.0370], [-1.6336, -5.6625, 0.3949], [-0.8472, -4.6737, 1.6317], [-4.2920, -0.8177, 0.3284], [-4.3127, -0.4800, 2.0529], [-5.4125, -3.0096, 0.6990], [-6.3803, -1.7269, 1.4236], [-5.3830, -2.7608, 2.4481]]}


[2]
{"formula": "C33H36BBr2Cl45N2O5S", "method": "the ωB97M-V functional and the def2-TZVPD basis", "homo_energy_ev": -8.0, "charge": 0, "orbital_gap_ev": 7.74, "species": ["C", "C", "C", "C", "C", "C", "C", "C", "C", "C", "C", "N", "C", "Br", "C", "C", "Br", "C", "O", "C", "Cl", "O", "C", "N", "C", "S", "C", "B", "O", "C", "C", "C", "O", "O", "H", "H", "H", "H", "H", "H", "H", "H", "H", "H", "H", "H", "H", "H", "H", "H", "H", "H", "H", "H", "H", "H", "H", "H", "H", "H", "H", "H", "H", "H", "H", "H", "H", "H", "H", "H", "C", "Cl", "Cl", "Cl", "Cl", "C", "Cl", "Cl", "Cl", "Cl", "C", "Cl", "Cl", "Cl", "Cl", "C", "Cl", "Cl", "Cl", "Cl", "C", "Cl", "Cl", "Cl", "Cl", "C", "Cl", "Cl", "Cl", "Cl", "C", "Cl", "Cl", "Cl", "Cl", "C", "Cl", "Cl", "Cl", "Cl", "C", "Cl", "Cl", "Cl", "Cl", "C", "Cl", "Cl", "Cl", "Cl", "C", "Cl", "Cl", "Cl", "Cl"], "xyz": [[-5.9571, -2.3034, -0.5158], [-6.2303, -0.8599, -0.9385], [-4.9614, -0.0332, -1.1657], [-3.9792, -0.6422, -2.1709], [-2.5612, -0.1068, -1.9467], [-1.5010, -0.7894, -2.8131], [-1.2995, -2.2993, -2.5982], [-0.1497, -2.6198, -1.6343], [-0.4498, -2.1441, -0.2078], [0.2737, -2.9706, 0.8905], [1.3331, -2.0523, 1.5153], [2.4471, -2.7115, 2.2989], [1.8086, -3.8743, 3.0313], [2.0237, -5.6546, 2.4209], [0.9768, -3.6797, 4.0621], [0.5765, -2.3673, 4.6500], [0.1531, -5.1132, 4.9335], [3.3625, -3.2902, 1.2011], [4.3212, -4.0906, 1.7812], [4.1315, -2.1754, 0.4569], [4.9543, -2.9458, -0.9011], [5.0853, -1.6934, 1.3324], [4.3663, -0.9645, 2.3040], [5.3053, -0.2592, 3.1505], [5.6967, 0.8310, 2.8052], [6.2056, 2.2424, 2.3941], [3.3114, -1.7380, 3.1685], [2.6453, -0.4039, 3.8588], [3.1611, -0.1207, 5.1033], [1.5762, 0.6339, 3.2876], [1.6959, 1.2043, 1.8541], [4.0606, -2.5655, 4.3498], [3.3423, -2.8646, 5.3039], [5.2197, -2.8053, 4.1302], [-6.8407, -2.7013, -0.0153], [-5.1424, -2.3490, 0.2079], [-5.7600, -2.9631, -1.3582], [-6.8760, -0.8292, -1.8175], [-6.7795, -0.3870, -0.1218], [-5.2598, 0.9651, -1.4892], [-4.4718, 0.0862, -0.1939], [-4.3142, -0.3130, -3.1570], [-4.0084, -1.7277, -2.1155], [-2.3523, -0.1777, -0.8783], [-2.5757, 0.9468, -2.2346], [-1.8195, -0.6510, -3.8500], [-0.5459, -0.2665, -2.7118], [-1.0665, -2.7370, -3.5688], [-2.2043, -2.7634, -2.2055], [0.7273, -2.1065, -2.0393], [0.0391, -3.6939, -1.6505], [-1.5257, -2.2138, -0.0482], [-0.1880, -1.0860, -0.1359], [-0.4788, -3.2336, 1.6274], [0.6968, -3.8448, 0.4061], [0.7630, -1.3932, 2.1555], [1.7411, -1.4513, 0.7120], [-0.3065, -2.4863, 5.2735], [1.3657, -1.9980, 5.3060], [0.3228, -1.6037, 3.9219], [2.8033, -3.8685, 0.4704], [4.3885, -4.9154, 1.2915], [3.5186, -1.3796, 0.0320], [3.8222, -0.1893, 1.7423], [3.6834, 0.6911, 5.0511], [1.5127, 1.5011, 3.9440], [0.5813, 0.1836, 3.3716], [2.6950, 1.6020, 1.6712], [1.3867, 0.5289, 1.0609], [1.0388, 2.0730, 1.7799], [-3.8444, 3.4586, -4.4609], [-3.4605, 1.7878, -4.8908], [-2.4253, 4.4722, -4.7320], [-5.1637, 4.0231, -5.4787], [-4.3070, 3.5452, -2.7548], [1.8480, -9.1905, 6.2591], [0.1387, -9.6316, 6.1223], [2.1435, -8.4997, 7.8518], [2.8433, -10.6350, 6.0473], [2.2461, -8.0045, 5.0173], [0.4166, 2.2319, -6.7743], [0.4179, 3.9876, -6.9822], [-1.0005, 1.5587, -7.5740], [1.8814, 1.5563, -7.4889], [0.3659, 1.8435, -5.0514], [-1.4616, -2.1161, -9.5370], [-0.8217, -1.4102, -11.0217], [-1.7212, -3.8457, -9.7659], [-0.3164, -1.8543, -8.2217], [-2.9979, -1.3372, -9.1320], [-7.1551, 7.4143, -3.3964], [-8.3204, 6.5706, -2.3733], [-6.9495, 9.0682, -2.8157], [-5.6100, 6.5666, -3.3459], [-7.7473, 7.4435, -5.0621], [3.5340, 5.3331, 3.0345], [3.1948, 3.9373, 4.0688], [2.7521, 6.7603, 3.7073], [5.2805, 5.5958, 2.9473], [2.9092, 5.0279, 1.4102], [2.9606, 5.9591, -10.3816], [4.3875, 6.6795, -9.6334], [2.0388, 7.2090, -11.2217], [3.4599, 4.7187, -11.5335], [1.9503, 5.2190, -9.1302], [4.1302, 10.6363, 3.0102], [3.1169, 10.3776, 4.4366], [5.4251, 11.7662, 3.4097], [4.8211, 9.0974, 2.4984], [3.1451, 11.3043, 1.7062], [-0.0568, -8.8971, 11.6129], [1.4009, -8.1606, 12.2832], [-1.0912, -7.6373, 10.9327], [0.3932, -10.0325, 10.3414], [-0.9289, -9.7485, 12.8914], [-3.8014, 4.7412, -9.4531], [-4.3520, 3.0794, -9.1984], [-4.3526, 5.3090, -11.0308], [-4.4661, 5.7697, -8.1840], [-2.0380, 4.7882, -9.3970], [-0.5036, 1.7237, 7.1634], [-1.3043, 0.5531, 8.2133], [-0.3150, 3.2560, 8.0203], [1.0721, 1.1067, 6.6798], [-1.4943, 1.9838, 5.7153]]}